140
Properties=species:S:1:pos:R:3:forces:R:3:lowdin_charge:R:1 method="wB97M-V/def2-TZVPD" charge=0 energy_ev=-181832.0591 multiplicity=1 orbital_gap_ev=7.58 e_homo_ev=-8.71 fmax_ev_per_a=4.9
C 0.7983 4.9443 1.2050 -0.157 0.822 -0.494 -0.116
C -0.4991 4.1031 0.7711 -0.273 0.532 0.624 -0.178
C -0.6722 2.6832 1.4943 -0.275 -0.789 -0.162 -0.240
F -0.0829 2.6533 2.8354 -0.736 0.350 -1.975 -0.077
C -0.0137 1.4502 0.7053 1.658 -1.857 -1.422 -0.019
C 1.4003 1.7223 0.0605 -1.740 -4.224 -0.723 0.086
C 2.0422 0.5274 -0.6747 -2.505 -0.223 0.831 -0.049
C 1.3746 -0.8833 -0.7684 -1.800 2.149 1.084 -0.037
C -0.0115 -1.1742 -0.1585 2.389 3.989 -0.189 0.068
C -0.7005 0.0344 0.5866 2.081 0.198 -0.873 -0.066
C -2.1453 -0.2666 1.2186 0.675 -0.140 -0.292 -0.144
C -3.1129 -1.0603 0.1703 -1.250 0.452 1.172 -0.161
C -4.4629 -0.2059 0.0516 -2.551 1.745 -0.826 -0.184
C -5.8224 -0.6556 0.6707 0.365 3.933 -1.981 -0.013
C -7.0406 0.3158 0.5002 2.446 1.280 -1.517 -0.068
C -6.9427 1.6717 -0.2891 3.049 -2.059 0.253 -0.083
C -5.5839 2.1094 -0.9295 -0.391 -3.798 2.435 -0.068
C -4.3780 1.1430 -0.7269 -2.813 -0.454 0.987 -0.043
C 2.4167 -1.7871 -1.5683 -1.257 -1.000 -0.039 -0.356
O 2.2821 -2.7704 -2.3176 0.642 3.661 3.076 0.086
N 3.6990 -1.0914 -1.2230 0.912 0.687 -1.003 -0.227
P 4.2835 -1.5051 0.4039 -0.722 -0.291 0.985 0.625
O 4.4000 -0.0836 1.3730 -0.617 -1.340 -1.716 -0.387
Br 6.4600 -2.2224 0.2000 -0.773 1.014 -0.085 0.208
C 3.4108 0.3596 -1.4756 0.131 1.881 -0.338 -0.342
O 4.0721 1.1500 -2.1716 -2.404 -3.086 2.901 0.102
H 1.7008 4.8161 0.4964 -1.363 -0.021 1.181 0.076
H 1.1228 4.7879 2.2930 -0.560 -0.054 -1.658 0.086
H 0.5209 6.0600 1.1268 0.332 -2.109 0.019 0.067
H -1.4118 4.7418 1.0859 1.457 -1.127 -0.390 0.107
H -0.5997 4.0004 -0.3768 0.361 -0.094 1.887 0.128
H -1.8037 2.5416 1.6724 1.924 -0.088 -0.358 0.136
H 1.9443 2.7181 0.1229 -0.996 -1.509 -0.070 0.098
H -0.4801 -2.2031 -0.2690 0.631 1.627 0.290 0.099
H -2.6838 0.6926 1.5252 0.979 -1.340 -0.442 0.096
H -2.0106 -0.9040 2.1745 -0.091 1.049 -1.551 0.124
H -3.4037 -2.0632 0.6540 0.546 1.389 -0.964 0.113
H -2.6291 -1.2344 -0.8463 -0.688 0.338 1.401 0.111
H -5.9207 -1.6283 1.2578 0.154 1.545 -0.977 0.083
H -8.0834 0.0914 0.9368 2.023 0.129 -0.702 0.085
H -7.8695 2.3453 -0.4035 1.660 -1.308 0.280 0.085
H -5.4655 3.1009 -1.4953 -0.227 -1.813 0.980 0.088
H -3.3710 1.4329 -1.1872 -1.583 -0.504 0.758 0.096
H 3.5152 0.1001 1.7828 0.836 -0.415 -0.499 0.067
F -0.0562 -0.9473 4.2372 -0.149 0.055 -0.040 0.057
C 1.1215 -1.5591 4.4396 0.688 -0.327 0.115 -0.288
C 1.8051 -1.3456 5.6267 -0.079 0.112 0.126 -0.016
C 3.0233 -1.9841 5.8380 -0.104 -0.100 -0.339 -0.080
C 3.5491 -2.8204 4.8553 0.041 0.008 0.044 -0.093
C 2.8560 -3.0232 3.6655 -0.008 0.132 0.243 -0.097
C 1.6325 -2.3936 3.4580 -0.108 0.034 -0.182 -0.025
H 1.3845 -0.6852 6.3760 -0.015 -0.034 -0.071 0.117
H 3.5628 -1.8300 6.7663 -0.080 0.020 -0.092 0.105
H 4.5016 -3.3143 5.0191 -0.108 0.054 -0.028 0.102
H 3.2683 -3.6714 2.8991 -0.093 0.058 0.051 0.093
H 1.0750 -2.5473 2.5407 0.001 0.031 0.024 0.104
F -1.6852 6.3715 3.2245 -0.072 0.026 -0.174 0.055
C -1.1209 6.1191 4.4173 0.442 -0.170 0.821 -0.286
C -1.7829 5.3078 5.3258 -0.160 -0.049 -0.120 -0.018
C -1.1968 5.0417 6.5589 0.230 0.215 -0.145 -0.083
C 0.0399 5.5985 6.8747 -0.007 -0.038 0.058 -0.099
C 0.6940 6.4159 5.9577 -0.282 -0.174 -0.004 -0.079
C 0.1145 6.6740 4.7197 -0.006 0.114 -0.191 -0.017
H -2.7487 4.8898 5.0663 0.063 0.024 -0.027 0.116
H -1.7034 4.4018 7.2735 0.018 0.069 -0.099 0.104
H 0.4941 5.3936 7.8390 -0.047 0.023 -0.108 0.100
H 1.6554 6.8522 6.2071 -0.093 -0.041 -0.071 0.105
H 0.6147 7.3007 3.9908 -0.069 -0.046 0.015 0.101
F 1.5911 7.5795 1.8013 0.105 0.412 0.260 0.020
C 2.6058 8.1586 1.1355 0.738 0.444 -0.479 -0.276
C 3.8995 8.0211 1.6123 -0.020 -0.059 0.237 -0.016
C 4.9492 8.6161 0.9202 -0.312 0.109 -0.202 -0.075
C 4.6914 9.3508 -0.2349 0.058 0.001 -0.004 -0.096
C 3.3872 9.4862 -0.7015 0.155 -0.141 0.224 -0.084
C 2.3384 8.8822 -0.0159 -0.219 -0.041 -0.009 -0.016
H 4.0796 7.4530 2.5167 -0.064 0.066 -0.117 0.100
H 5.9668 8.5083 1.2803 -0.119 -0.005 -0.002 0.105
H 5.5107 9.8183 -0.7719 -0.098 -0.051 0.053 0.101
H 3.1875 10.0620 -1.5990 -0.013 -0.082 0.094 0.105
H 1.3176 8.9697 -0.3696 0.038 -0.008 0.056 0.117
F 0.7555 -4.6432 -8.4692 0.122 -0.145 -0.131 0.040
C 1.4044 -3.7153 -7.7447 0.466 0.648 0.508 -0.287
C 1.5838 -2.4450 -8.2693 -0.107 -0.008 -0.179 -0.020
C 2.2507 -1.4834 -7.5169 0.011 -0.278 0.225 -0.082
C 2.7396 -1.8066 -6.2532 0.001 0.054 -0.021 -0.089
C 2.5578 -3.0872 -5.7389 -0.037 0.122 -0.205 -0.077
C 1.8815 -4.0459 -6.4862 -0.070 -0.163 -0.024 -0.015
H 1.2035 -2.2145 -9.2578 0.001 -0.046 0.053 0.115
H 2.3899 -0.4838 -7.9145 -0.023 -0.120 0.003 0.105
H 3.2636 -1.0570 -5.6686 -0.048 -0.092 -0.053 0.102
H 2.9427 -3.3383 -4.7563 -0.092 0.019 -0.098 0.091
H 1.7231 -5.0453 -6.0979 0.017 0.036 -0.049 0.116
F -6.7084 -4.1953 1.7964 0.119 0.052 0.166 0.049
C -7.3919 -4.2971 0.6438 -0.462 -0.085 -0.782 -0.302
C -6.7479 -4.7662 -0.4906 0.171 -0.029 0.073 -0.019
C -7.4566 -4.8761 -1.6826 -0.230 0.130 0.202 -0.078
C -8.7982 -4.5053 -1.7293 0.003 -0.014 -0.047 -0.095
C -9.4332 -4.0308 -0.5854 0.287 -0.102 -0.081 -0.083
C -8.7282 -3.9311 0.6096 -0.021 0.076 0.190 -0.023
H -5.7011 -5.0422 -0.4373 -0.059 0.013 0.033 0.115
H -6.9642 -5.2492 -2.5742 -0.016 0.050 0.109 0.106
H -9.3491 -4.5872 -2.6608 0.064 0.012 0.108 0.102
H -10.4772 -3.7385 -0.6243 0.111 -0.036 0.043 0.105
H -9.2091 -3.5720 1.5121 0.064 -0.015 -0.027 0.116
F -0.2867 -4.5528 -0.1664 -0.160 0.211 -0.087 0.046
C 0.3899 -5.5914 0.3532 0.516 -0.751 0.378 -0.285
C -0.3052 -6.6063 0.9915 -0.204 0.069 -0.025 -0.017
C 0.3956 -7.6832 1.5248 0.273 0.197 -0.122 -0.081
C 1.7842 -7.7270 1.4227 -0.018 -0.042 0.026 -0.095
C 2.4718 -6.6991 0.7836 -0.297 -0.079 0.085 -0.079
C 1.7708 -5.6275 0.2405 0.051 0.234 -0.082 -0.016
H -1.3849 -6.5507 1.0684 0.059 0.020 -0.032 0.116
H -0.1389 -8.4869 2.0198 0.023 0.113 -0.050 0.106
H 2.3305 -8.5654 1.8429 -0.059 0.098 -0.050 0.102
H 3.5536 -6.7327 0.7084 -0.117 0.034 -0.030 0.107
H 2.2889 -4.8226 -0.2686 -0.059 -0.021 -0.007 0.102
F -5.3232 -6.5480 -6.4923 -0.150 -0.076 0.101 0.055
C -4.3007 -5.9886 -7.1599 0.642 0.347 -0.419 -0.293
C -3.0084 -6.1496 -6.6851 -0.021 -0.090 0.127 -0.016
C -1.9486 -5.5743 -7.3793 -0.298 0.091 -0.152 -0.075
C -2.1945 -4.8357 -8.5343 -0.024 0.056 -0.068 -0.091
C -3.4973 -4.6767 -8.9988 0.133 -0.182 0.291 -0.080
C -4.5564 -5.2609 -8.3113 -0.197 0.003 -0.024 -0.023
H -2.8372 -6.7208 -5.7800 -0.049 0.013 -0.053 0.115
H -0.9332 -5.7005 -7.0209 -0.139 0.010 -0.028 0.092
H -1.3690 -4.3842 -9.0722 -0.163 -0.081 0.079 0.088
H -3.6878 -4.0978 -9.8963 -0.013 -0.079 0.091 0.104
H -5.5758 -5.1548 -8.6634 0.037 -0.021 0.064 0.114
F 4.3189 5.2407 2.7297 -0.174 0.044 0.034 0.045
C 5.3125 4.3401 2.8072 0.658 -0.621 0.059 -0.281
C 6.5424 4.7254 3.3173 -0.038 0.190 0.040 -0.022
C 7.5695 3.7908 3.4023 -0.225 -0.209 -0.145 -0.084
C 7.3574 2.4849 2.9662 0.020 0.115 0.049 -0.087
C 6.1190 2.1112 2.4509 0.318 0.224 0.166 -0.073
C 5.0892 3.0426 2.3761 -0.137 0.003 -0.047 -0.007
H 6.6909 5.7482 3.6441 -0.045 -0.048 -0.009 0.113
H 8.5338 4.0793 3.8071 -0.111 0.018 -0.047 0.104
H 8.1603 1.7573 3.0289 -0.098 0.073 -0.017 0.102
H 5.9566 1.0975 2.1088 0.037 0.237 0.073 0.072
H 4.1159 2.7671 1.9860 0.025 0.055 -0.001 0.103



150
Properties=species:S:1:pos:R:3:forces:R:3:mulliken_spin:R:1 method="wB97M-V/def2-TZVPD" charge=+2 energy_ev=-190738.2489 multiplicity=4 orbital_gap_ev="6.20 / 5.18" e_homo_ev="-12.14 / -12.13" fmax_ev_per_a=2.0
Cr 0.0893 -0.5903 0.3359 -0.342 0.356 0.593 3.360
O -5.9363 -4.6355 2.5106 0.133 0.114 0.143 0.000
N -4.8661 -4.2724 2.9445 -0.049 -0.379 -0.080 0.000
O -4.3773 -4.6045 4.0071 -0.040 0.179 -0.076 0.000
C -4.0487 -3.4120 2.0683 0.009 0.213 -0.340 0.000
C -4.2350 -3.5406 0.7378 -0.223 -0.187 0.259 0.000
C -3.4838 -2.7593 -0.1862 0.257 0.200 0.033 -0.015
C -3.7419 -2.7431 -1.5673 0.216 0.101 0.045 0.013
C -2.9815 -1.9204 -2.3614 -0.267 -0.209 -0.100 -0.014
C -1.9367 -1.1995 -1.7956 0.363 0.272 0.186 0.068
N -1.6485 -1.2062 -0.4961 -1.007 -0.235 -0.727 -0.054
C -2.4582 -1.9432 0.3072 -0.070 -0.106 -0.190 -0.019
C -2.2876 -1.7845 1.7144 -0.113 -0.101 0.403 -0.027
N -1.3703 -0.8593 2.0911 -0.093 -0.265 -0.140 -0.057
C -1.3760 -0.4915 3.3605 0.105 0.046 -0.098 0.040
C -2.2009 -1.0622 4.3267 -0.180 -0.153 0.039 0.000
C -3.0495 -2.0809 3.9755 0.119 0.141 0.032 0.003
C -3.1242 -2.4594 2.6217 0.131 0.007 -0.144 -0.006
H -4.9774 -4.2372 0.3713 -0.031 0.025 0.014 0.000
H -4.5283 -3.3602 -1.9825 -0.009 0.001 -0.002 -0.002
H -3.1521 -1.8665 -3.4274 0.047 0.030 0.017 -0.001
H -1.2716 -0.6139 -2.4161 -0.047 -0.055 -0.017 0.007
H -0.7053 0.2994 3.6489 0.106 -0.011 0.027 -0.002
H -2.1486 -0.7031 5.3445 -0.004 0.009 -0.006 0.000
H -3.6711 -2.5621 4.7132 -0.018 -0.036 0.028 0.000
N 1.2814 1.4315 2.3457 -0.286 -0.331 -0.002 0.008
P 1.7741 -0.1515 2.0170 0.659 0.363 1.837 -0.024
C 1.3462 -1.2244 3.4546 -0.072 -0.199 -0.268 -0.037
C 0.8896 -2.5169 3.2365 0.020 0.222 -0.032 0.041
C 0.6363 -3.3637 4.3049 0.000 -0.047 0.087 0.001
C 0.8212 -2.9062 5.6011 -0.074 -0.042 -0.020 0.000
C 1.2949 -1.6176 5.8250 0.033 0.060 0.033 0.000
C 1.5780 -0.7843 4.7559 -0.006 0.118 -0.084 0.000
C 3.5504 -0.1485 2.4481 0.036 -0.103 -0.486 -0.015
C 4.2060 1.0054 2.8592 -0.122 -0.008 -0.006 -0.004
C 5.5012 0.9239 3.3534 0.014 0.047 0.009 0.001
C 6.1395 -0.3023 3.4373 0.037 0.041 0.027 -0.003
C 5.4890 -1.4574 3.0192 -0.009 -0.019 -0.007 0.000
C 4.1988 -1.3828 2.5296 0.006 0.090 -0.043 -0.009
P -0.1550 2.0461 1.5672 0.364 0.554 0.291 0.039
C 0.4544 3.6264 0.8716 -0.082 -0.181 -0.004 0.024
C 1.7916 4.0008 0.8851 0.011 -0.072 0.000 -0.007
C 2.1689 5.2593 0.4346 0.026 0.040 -0.053 0.000
C 1.2075 6.1518 -0.0104 0.042 0.009 -0.023 0.000
C -0.1325 5.7837 -0.0193 -0.064 0.003 -0.047 0.000
C -0.5093 4.5215 0.4051 0.026 -0.032 -0.005 -0.002
C -1.0266 2.7707 3.0142 -0.100 -0.210 -0.182 0.006
C -2.3793 2.5249 3.2296 0.056 -0.085 -0.066 0.000
C -3.0363 3.1162 4.3001 -0.064 0.024 0.020 0.001
C -2.3445 3.9539 5.1607 -0.017 -0.021 -0.008 0.000
C -0.9934 4.2039 4.9512 0.052 0.039 0.010 0.000
C -0.3383 3.6250 3.8778 -0.021 -0.056 0.011 0.001
H 1.4879 1.8005 3.2687 0.127 0.086 -0.031 -0.003
H 0.7168 -2.8628 2.2267 -0.066 0.029 0.109 -0.055
H 0.2958 -4.3757 4.1220 -0.023 0.035 -0.014 0.000
H 0.5951 -3.5536 6.4382 0.057 0.006 0.010 0.000
H 1.4670 -1.2696 6.8351 -0.022 0.000 0.000 0.000
H 1.9810 0.2069 4.9385 0.014 -0.022 0.058 0.000
H 3.7150 1.9687 2.7993 0.037 0.008 -0.021 0.000
H 6.0067 1.8267 3.6692 0.008 -0.021 0.031 0.000
H 7.1432 -0.3602 3.8365 0.004 -0.008 -0.027 0.000
H 5.9848 -2.4163 3.0891 0.004 0.005 -0.017 0.000
H 3.6876 -2.2884 2.2233 0.011 -0.023 0.039 -0.002
H 2.5410 3.3143 1.2556 0.004 0.016 0.012 -0.002
H 3.2132 5.5439 0.4390 -0.006 0.001 0.020 0.000
H 1.4954 7.1382 -0.3489 0.015 -0.007 0.016 0.000
H -0.8778 6.4937 -0.3529 -0.034 -0.033 -0.020 0.000
H -1.5555 4.2316 0.4099 -0.015 0.077 -0.014 -0.003
H -2.9223 1.8675 2.5601 -0.015 0.019 0.008 0.001
H -4.0904 2.9274 4.4569 0.008 0.003 -0.003 0.000
H -2.8581 4.4217 5.9900 0.006 -0.006 0.003 0.000
H -0.4559 4.8705 5.6127 -0.006 -0.012 0.005 0.000
H 0.7058 3.8615 3.7005 -0.008 0.059 -0.011 0.000
C 3.7999 1.5152 -0.5812 -0.196 0.040 0.099 0.007
C 2.9205 0.3528 -1.1212 0.544 -0.163 0.394 -0.004
C 3.6779 -0.9668 -0.9385 -0.047 0.255 -0.080 -0.001
C 1.5566 0.3610 -0.5132 0.334 0.037 -1.114 -0.356
C 2.7394 0.7269 -2.6124 -0.315 0.048 -0.073 -0.013
C 3.4746 0.0627 -3.5882 -0.012 -0.131 -0.011 0.005
C 3.4953 0.5312 -4.8939 0.002 -0.016 -0.039 0.000
C 2.7890 1.6703 -5.2473 0.027 -0.035 0.008 0.001
C 2.0525 2.3354 -4.2798 -0.054 0.039 -0.024 -0.001
C 2.0150 1.8619 -2.9781 -0.014 0.097 0.004 0.005
H 4.0364 1.3845 0.4700 0.017 0.035 0.031 -0.005
H 3.3133 2.4758 -0.7391 0.007 0.007 0.050 -0.002
H 4.7353 1.5192 -1.1391 -0.011 -0.051 -0.046 0.002
H 3.5240 -1.3567 0.0631 0.024 -0.042 0.079 0.000
H 4.7484 -0.8103 -1.0684 0.021 0.004 -0.002 0.001
H 3.3513 -1.7211 -1.6417 0.122 0.135 0.118 0.005
H 1.1844 1.3988 -0.5541 -0.031 -0.018 -0.003 0.062
H 4.0569 -0.8155 -3.3458 -0.025 0.069 -0.007 0.000
H 4.0904 0.0082 -5.6314 -0.010 0.005 -0.010 0.000
H 2.8246 2.0404 -6.2632 0.000 0.014 0.008 0.000
H 1.5165 3.2425 -4.5305 -0.021 -0.033 -0.006 0.000
H 1.4424 2.4248 -2.2487 0.040 0.021 -0.008 -0.003
C -1.2054 4.8418 -3.8068 -0.112 0.040 -0.039 0.000
C -2.5553 4.3044 -3.3494 0.018 -0.657 0.138 0.000
C -3.2933 5.2531 -2.4189 0.016 -0.002 -0.121 0.000
Sb -2.2163 2.3120 -2.4493 -0.329 0.076 -0.194 0.085
C -2.3912 1.0858 -4.3112 -0.052 0.467 0.554 -0.001
C -1.0146 0.6074 -4.7522 -0.117 -0.111 -0.049 0.005
C -3.0878 1.8283 -5.4430 -0.029 -0.239 -0.054 0.000
C -4.2293 2.0084 -1.5498 0.461 0.022 -0.402 -0.003
C -4.1393 1.2708 -0.2205 -0.033 0.116 0.014 -0.002
C -5.2012 1.3232 -2.5010 -0.131 0.173 0.106 0.001
H -1.3409 5.7829 -4.3469 0.060 0.006 -0.002 0.000
H -0.7052 4.1407 -4.4801 0.027 0.035 -0.007 0.000
H -0.5435 5.0333 -2.9593 0.034 -0.011 0.023 0.000
H -3.1793 4.1037 -4.2211 0.006 0.080 0.016 0.000
H -2.7868 5.3645 -1.4587 0.011 0.024 0.060 0.000
H -4.3165 4.9249 -2.2362 0.023 0.048 0.044 0.000
H -3.3505 6.2429 -2.8811 0.000 0.019 0.054 0.000
H -3.0088 0.2362 -4.0080 0.004 0.068 -0.047 -0.001
H -0.4230 1.4424 -5.1238 0.082 0.018 -0.012 0.000
H -1.1109 -0.1146 -5.5692 0.059 0.003 -0.002 0.000
H -0.4358 0.1392 -3.9509 0.083 0.052 -0.092 -0.006
H -2.4840 2.6653 -5.7973 -0.023 0.023 0.005 0.000
H -4.0705 2.2026 -5.1574 0.036 0.027 -0.062 0.000
H -3.2273 1.1481 -6.2892 -0.012 0.066 -0.036 0.000
H -4.5645 3.0302 -1.3620 0.004 -0.032 -0.001 0.000
H -3.9805 0.2044 -0.3854 0.030 -0.094 0.026 0.004
H -5.0727 1.3788 0.3407 0.008 -0.040 0.009 0.001
H -3.3230 1.6452 0.4031 0.005 -0.028 0.000 0.002
H -4.9055 0.2901 -2.6978 0.012 -0.008 -0.027 0.000
H -5.2735 1.8449 -3.4553 -0.056 -0.047 0.030 0.000
H -6.2043 1.2971 -2.0632 0.003 -0.040 -0.030 0.000
Ge 0.7255 -2.8913 -0.7878 0.263 -1.048 -0.530 0.054
C 0.4782 -4.4411 0.4237 0.162 0.305 -0.056 -0.015
C 1.4734 -4.8730 1.3012 -0.006 -0.132 -0.102 -0.028
C 1.3229 -6.0459 2.0260 0.089 0.008 0.001 0.001
C 0.1684 -6.8041 1.8864 -0.069 -0.020 -0.017 -0.006
C -0.8265 -6.3912 1.0124 -0.039 -0.027 0.038 0.002
C -0.6727 -5.2149 0.2907 -0.005 0.095 0.004 -0.013
C 2.1465 -3.4260 -2.0565 -0.257 0.000 0.215 -0.020
C 2.0826 -2.9052 -3.3485 -0.144 -0.105 0.057 -0.006
C 2.9273 -3.3768 -4.3403 0.004 0.024 -0.041 0.001
C 3.8470 -4.3758 -4.0490 0.036 0.012 -0.016 -0.007
C 3.9168 -4.8995 -2.7667 0.050 0.006 0.038 0.004
C 3.0733 -4.4231 -1.7715 -0.030 0.023 0.033 -0.011
H -0.4371 -3.1624 -1.7766 -0.126 0.244 0.155 0.013
H 2.3852 -4.2946 1.4177 0.006 -0.033 0.018 -0.001
H 2.1112 -6.3753 2.6914 -0.009 0.003 0.005 0.000
H 0.0464 -7.7198 2.4498 0.026 -0.008 -0.013 0.000
H -1.7152 -6.9950 0.8782 -0.005 0.013 0.031 0.000
H -1.4437 -4.9083 -0.4071 -0.022 -0.051 -0.018 -0.003
H 1.3605 -2.1266 -3.5782 0.024 -0.020 -0.083 -0.003
H 2.8641 -2.9714 -5.3425 0.002 0.001 0.001 0.000
H 4.5052 -4.7487 -4.8227 -0.014 -0.009 -0.001 0.000
H 4.6234 -5.6873 -2.5395 0.007 0.012 -0.011 -0.001
H 3.1311 -4.8497 -0.7779 0.006 -0.039 -0.027 -0.002



Among the records above, which one has the lowest charge? C67H58BrF9NO3P